(1)
113
Properties=species:S:1:pos:R:3:mulliken_charge:R:1 method="wB97M-V/def2-TZVPD" lumo_energy_ev=1.22 total_charge=-1 total_energy_ev=-110271.08620 gap_ev=5.416 mol_weight_g_mol=994.08 homo_ha=-0.15430 fmax_ev_per_a=0.86
Al -0.1144 0.6780 -0.3286 -0.847
C -9.6793 2.9254 -1.1796 -0.843
O -8.6410 3.4545 -1.9772 -0.466
C -7.3813 2.9862 -1.7511 1.030
C -7.0541 2.0620 -0.7682 -0.503
C -5.7322 1.6574 -0.6188 -0.687
C -4.7212 2.1516 -1.4365 -0.205
C -5.0731 3.0812 -2.4188 -0.385
C -6.3811 3.4933 -2.5764 -0.835
C -3.3206 1.7117 -1.2317 1.537
C -2.3091 2.6904 -1.0022 -0.224
C -2.4272 4.0834 -0.9781 -0.828
C -1.1311 4.6052 -0.9358 -1.408
C -0.2790 3.5127 -0.9459 -0.813
N -0.9723 2.3483 -0.9325 0.293
C 1.2007 3.4085 -0.8525 1.890
C 1.4927 3.0241 0.5539 -0.528
C 1.8892 3.7096 1.6851 -1.582
C 1.6996 2.8375 2.7592 -0.980
C 1.1725 1.6512 2.2449 -0.440
C 0.8991 0.4343 2.9513 1.462
C 1.3020 0.3298 4.3738 0.033
C 2.6024 0.6286 4.7940 -0.415
C 2.9824 0.4702 6.1104 -1.060
C 2.0725 -0.0018 7.0518 1.000
O 2.5411 -0.1487 8.3226 -0.465
C 1.7135 -0.8403 9.2365 -0.868
C 0.7696 -0.2825 6.6635 -0.687
C 0.3984 -0.1096 5.3363 -0.420
C 0.3630 -0.6677 2.3407 -0.009
N -0.1276 -0.7082 1.0336 0.282
C -0.3760 -2.0171 0.7381 1.119
C -0.9985 -2.4416 -0.4674 0.240
C -0.8516 -3.7759 -1.0867 1.414
C -0.2606 -4.8858 -0.4773 -0.700
C -0.0434 -6.0801 -1.1514 -0.986
C -0.4251 -6.2137 -2.4765 0.955
O -0.2625 -7.3440 -3.2209 -0.488
C 0.3466 -8.4452 -2.5782 -0.829
C -0.9892 -5.1193 -3.1237 -1.179
C -1.1754 -3.9295 -2.4494 -0.286
C -1.8955 -1.5134 -1.0504 0.422
C -3.1910 -1.8444 -1.6025 -1.518
C -3.8894 -0.6900 -1.6932 -1.423
C -3.0173 0.3787 -1.2801 -0.340
N -1.7781 -0.1671 -0.9343 0.044
C -0.0254 -2.8316 1.8772 -1.392
C 0.3958 -2.0103 2.8596 -1.331
N 1.0141 1.7776 0.8794 1.060
C 2.0154 3.9333 -1.9624 1.255
C 1.4277 4.6601 -3.1154 -1.526
C 2.1781 4.8075 -4.2014 -0.504
C 3.5795 4.3661 -4.2163 0.512
O 4.1243 4.3589 -5.4562 -0.467
C 5.2421 3.4995 -5.6572 -0.717
C 4.2436 4.0922 -3.0887 -0.876
C 3.5286 3.9332 -1.8000 -0.131
H -10.5970 3.3875 -1.5334 0.246
H -9.5369 3.1682 -0.1230 0.330
H -9.7577 1.8405 -1.2896 0.335
H -7.8077 1.6541 -0.1090 0.369
H -5.4757 0.9507 0.1604 0.511
H -4.3071 3.4662 -3.0800 0.538
H -6.6558 4.2106 -3.3398 0.403
H -3.3495 4.6420 -0.9886 0.661
H -0.8448 5.6461 -0.9091 0.675
H 2.2896 4.7113 1.7246 0.615
H 1.8969 3.0535 3.7961 0.693
H 3.3381 0.9414 4.0650 0.575
H 3.9937 0.6842 6.4314 0.401
H 2.3056 -0.9756 10.1377 0.256
H 1.4202 -1.8170 8.8435 0.367
H 0.8155 -0.2651 9.4806 0.313
H 0.0364 -0.6383 7.3733 0.380
H -0.6229 -0.3128 5.0403 0.477
H 0.0945 -4.8334 0.5360 -0.180
H 0.4562 -6.8825 -0.6254 0.465
H 0.3569 -9.2533 -3.3054 0.247
H -0.2219 -8.7619 -1.6992 0.318
H 1.3725 -8.2178 -2.2760 0.346
H -1.2464 -5.2122 -4.1719 0.402
H -1.5547 -3.0827 -3.0069 0.500
H -3.5411 -2.8446 -1.7995 0.628
H -4.9108 -0.5681 -2.0165 0.567
H -0.1160 -3.8971 1.9669 0.704
H 0.7895 -2.3170 3.8139 0.530
H 0.4016 4.9965 -3.0575 0.363
H 1.8074 5.2771 -5.1041 0.446
H 5.1722 3.1260 -6.6768 0.273
H 5.2201 2.6644 -4.9559 0.297
H 6.1804 4.0468 -5.5416 0.287
H 5.3012 3.8623 -3.0957 0.581
H 3.9395 4.5210 -0.9778 0.572
O 3.9765 1.3493 -2.5342 -0.722
S 3.4191 2.0972 -1.3975 0.507
N 1.7360 2.4524 -1.8735 -0.497
N 1.2318 -0.5078 -1.4441 0.274
C 2.1473 -1.4135 -0.7334 -0.213
C 2.7586 -1.0492 0.4582 0.019
C 3.3865 -2.0129 1.2311 -1.124
C 3.4126 -3.3390 0.8122 -0.096
C 2.9087 -3.6714 -0.4317 -0.652
C 2.2771 -2.7093 -1.2061 -0.482
S 3.8974 -4.6227 1.9824 1.276
O 5.3260 -4.4447 2.1808 -0.725
O 3.5209 -5.8616 1.3143 -0.715
O 3.0858 -4.3024 3.1506 -0.642
H 1.7455 0.0055 -2.1611 0.505
H 0.5868 -1.1310 -1.9309 0.356
H 2.6714 -0.0314 0.8188 0.719
H 3.8078 -1.7598 2.1961 0.359
H 2.9566 -4.7051 -0.7501 0.555
H 1.8347 -2.9876 -2.1574 0.449

(2)
25
Properties=species:S:1:pos:R:3:mulliken_charge:R:1 method="wB97M-V/def2-TZVPD" lumo_energy_ev=0.78 total_energy_ev=-11612.42878 gap_ev=10.189 mol_weight_g_mol=132.20 homo_ha=-0.34590 fmax_ev_per_a=1.77
C 1.4598 -1.6715 -0.5408 -1.064
C 1.5139 -0.4194 -0.1227 0.980
C 2.4408 -0.0632 1.0048 -1.462
C 0.8384 0.7086 -0.8539 -0.717
C -0.0598 1.6127 -0.0130 -0.691
C -1.3812 0.9583 0.4010 -0.830
C -2.1916 0.2313 -0.6752 -0.484
O -2.1045 1.0937 -1.8322 -0.539
H 0.8087 -2.0797 -1.2975 0.300
H 2.0496 -2.3690 0.0361 0.311
H 3.4752 -0.0322 0.6508 0.336
H 2.2500 0.8642 1.5468 0.327
H 2.4668 -0.8069 1.8076 0.370
H 0.3232 0.2758 -1.6843 0.325
H 1.5883 1.3443 -1.3476 0.385
H -0.1948 2.5548 -0.5262 0.394
H 0.4769 1.8875 0.8917 0.371
H -2.0080 1.7312 0.8425 0.408
H -1.0976 0.3058 1.2068 0.354
H -3.2443 0.2874 -0.3886 0.351
H -1.8456 -0.7880 -0.8288 0.364
H -2.1591 0.5479 -2.6254 0.295
O -1.2740 -2.3441 1.2238 -0.646
H -1.3911 -2.2397 2.1702 0.306
H -0.7400 -1.5896 0.9541 0.253

(3)
13
Properties=species:S:1:pos:R:3:mulliken_charge:R:1 method="wB97M-V/def2-TZVPD" lumo_energy_ev=0.82 total_energy_ev=-9025.00533 gap_ev=10.687 mol_weight_g_mol=90.10 homo_ha=-0.36246 fmax_ev_per_a=4.51
C -1.1886 0.6455 0.3717 -1.602
C 0.2730 0.2883 0.6698 1.177
C 1.0026 -1.0716 0.1001 -1.241
F 0.3334 0.0134 2.0214 -0.311
C 1.1182 1.5921 0.4694 -0.183
O 1.8920 1.9953 1.2844 -0.433
H -1.7299 -0.2512 0.6045 0.352
H -1.3949 1.1035 -0.4844 0.482
H -1.5973 1.4200 1.0516 0.387
H 1.4119 -0.9569 -0.8411 0.378
H 1.8282 -1.2233 0.8916 0.324
H 0.2185 -1.7764 -0.1124 0.335
H 0.8931 2.0419 -0.4954 0.336